1.
# C5H11NO2

A 2-piece molecular cluster, C5H11NO2 overall (the ωB97M-V functional and the def2-TZVPD basis, the Open Molecules 2025 dataset).

Atoms and positions in Å:
O -0.21721 2.35889 1.14235
C 0.74666 1.68031 0.91376
C 0.91186 0.22330 1.24118
C 1.58465 -0.52800 0.06997
C 1.04146 -0.22864 -1.29228
C 1.57769 -0.59882 -2.44865
N 1.02000 -0.25971 -3.67823
H 1.60012 2.10054 0.33570
H -0.04049 -0.27124 1.37707
H 1.49788 0.08429 2.15091
H 1.42555 -1.58064 0.26320
H 2.65391 -0.35026 0.10627
H 0.13634 0.37514 -1.35112
H 2.41358 -1.29082 -2.48181
H 1.45697 -0.67323 -4.48706
H 0.71883 0.69418 -3.78185
H -5.77176 -0.70742 4.65431
H -6.29837 -0.66805 3.18708
O -6.45766 -0.35982 4.07921

Atoms 1-3, force components in eV/Å:
O -0.06 -0.04 0.17
C 0.16 -0.02 -0.30
C -0.06 -0.53 -0.81

Properties
Structure (SMILES): N/C=C/CCC=O.O
Frontier orbital gap (eV): 9.17
ΔE to the lowest compared entry with this formula, charge and spin (kcal/mol): 46.47
Total charge: 0
LUMO energy (eV): 0.98

Here are the natural (NBO) charges for atoms 1 to 2, given in e: atom 1 (O): -0.51, atom 2 (C): 0.45


2.
# C5H11NO2

C5H11NO2 as an isolated structure at a distorted geometry (the ωB97M-V functional and the def2-TZVPD basis, the Open Molecules 2025 dataset).

Atoms and positions in Å:
O -1.52503 -0.07219 0.79596
C -0.27084 0.02368 1.16252
O -0.20915 -0.52988 2.58842
C 0.43038 1.34346 1.03227
C 0.82163 -0.54324 0.40374
C 1.21517 -0.22378 -1.08442
C -0.84177 0.44344 -2.40776
N 0.28411 -0.56477 -2.19520
H -1.20889 -0.42293 2.83741
H 1.50510 1.36354 1.14357
H -0.10850 2.31305 1.04546
H 1.75559 -0.61301 0.95490
H 0.54523 -1.54520 0.27313
H 1.59568 0.82559 -1.05253
H 2.15633 -0.72650 -1.37310
H -1.84279 0.00145 -2.78078
H -1.01638 0.81755 -1.40244
H -0.39890 1.31251 -2.96472
H 0.77479 -0.81734 -3.02764

Atoms 1-3, force components in eV/Å:
O 1.83 0.87 -1.58
C -3.17 2.17 4.02
O -1.16 1.03 -1.19

Properties
Frontier orbital gap (spin up / spin down) (eV): 6.43 / 4.54
ΔE to the lowest compared entry with this formula, charge and spin (kcal/mol): 178.58
Total charge: +1
LUMO energy (spin up / spin down) (eV): -6.65 / -8.55
2S+1: 2

Here are the natural (NBO) charges for atoms 1 to 2, given in e: atom 1 (O): -0.66, atom 2 (C): 0.37


3.
# C5H11NO3

A 2-piece molecular cluster, C5H11NO3 overall at a distorted geometry (the ωB97M-V functional and the def2-TZVPD basis, the Open Molecules 2025 dataset).

Atoms and positions in Å:
C -1.11564 0.84328 1.91967
C 0.25655 0.25173 1.88148
N 0.43843 -0.82591 0.97055
C 1.00980 -1.55661 -1.35861
C 0.12660 -0.64051 -0.48964
C -1.32770 -0.91688 -0.78525
O -1.81790 -0.65218 -1.85601
O 1.19485 0.55322 2.58102
H -1.14792 1.68638 1.21397
H -1.43910 1.07962 2.92616
H -1.85813 0.20610 1.45830
H 1.25567 -1.37913 1.15724
H 2.05202 -1.24767 -1.27775
H 0.91446 -2.52781 -0.87398
H 0.68462 -1.58042 -2.38880
H 0.30983 0.43257 -0.59089
H -1.96855 -1.22380 0.04801
H 0.35576 2.17867 -2.08725
H 1.43872 2.93901 -1.24843
O 0.63761 2.38033 -1.19982

Atoms 1-3, force components in eV/Å:
C -0.33 0.40 -1.04
C 1.15 -1.67 -0.75
N -1.06 0.01 -0.58

Properties
Structure (SMILES): CC(=O)N[C@@H](C)C=O.O
Frontier orbital gap (eV): 9.75
ΔE to the lowest compared entry with this formula, charge and spin (kcal/mol): 32.55
Total charge: 0
LUMO energy (eV): 0.47

Here are the natural (NBO) charges for atoms 1 to 2, given in e: atom 1 (C): -0.73, atom 2 (C): 0.70


4.
# C5H11NO3Rb

C5H11NO3Rb as an isolated structure at a distorted geometry (the ωB97M-V functional and the def2-TZVPD basis, the Open Molecules 2025 dataset).

Atoms and positions in Å:
Rb 0.56412 -2.83817 0.77332
O -3.02995 0.11112 4.28732
C -3.32638 -0.85725 3.43084
C -2.34728 -1.11941 2.25935
O -1.04648 -1.39441 2.56735
H -4.33131 -0.75168 2.89574
H -3.40434 -1.87023 3.95822
H -2.40777 -0.20637 1.59993
H -2.82852 -1.95619 1.65998
C 1.16648 -0.43513 -2.09870
O 1.52431 -1.47684 -1.58025
N 1.70547 0.77601 -1.85831
C 1.25286 1.94912 -2.57570
C 2.97199 0.90366 -1.16939
H 0.35561 -0.37294 -2.84030
H 1.77018 2.06379 -3.53404
H 1.34284 2.83628 -1.95525
H 0.19122 1.85607 -2.81591
H 3.70685 1.31084 -1.86864
H 2.87152 1.54909 -0.29754
H 3.29856 -0.07736 -0.83803

Atoms 1-3, force components in eV/Å:
Rb -0.80 0.65 0.80
O -0.12 0.41 -0.13
C -0.11 -0.45 0.61

Properties
Frontier orbital gap (eV): 2.00
ΔE to the lowest compared entry with this formula, charge and spin (kcal/mol): 0.00
Total charge: -1
LUMO energy (eV): 1.46

Here are the Löwdin charges for atoms 1 to 2, given in e: atom 1 (Rb): 0.85, atom 2 (O): -0.36


5.
# C5H11NO4

A 2-piece molecular cluster, C5H11NO4 overall at a distorted geometry (the ωB97M-V functional and the def2-TZVPD basis, the Open Molecules 2025 dataset).

Atoms and positions in Å:
C -1.89369 0.62338 0.16373
C -1.22777 -1.69151 0.80524
C 1.32991 1.60577 -1.37497
C -0.78493 -0.48334 -0.00629
C 0.50115 0.15268 0.44535
N 1.74820 -0.44499 0.21165
O 1.77240 -1.34550 -0.62725
O 2.66404 -0.04423 0.89901
O -0.66014 -0.82337 -1.29923
O 0.59401 0.86277 1.55211
H -2.82590 0.14476 0.02940
H -1.61509 1.32778 -0.54579
H -1.97383 0.79588 1.21949
H -1.97935 -2.32456 0.22848
H -1.50309 -1.26171 1.86665
H -0.29482 -2.26055 0.96214
H 1.60131 1.08393 -2.30512
H 2.18295 1.99103 -0.77038
H 0.64327 2.34806 -1.76064
H 0.14356 -1.29742 -1.38920
H 1.57781 1.04113 1.69562

Atoms 1-3, force components in eV/Å:
C 1.34 -2.95 0.85
C 0.83 0.17 2.07
C 0.38 -0.20 0.08

Properties
Frontier orbital gap (spin up / spin down) (eV): 8.20 / 8.04
ΔE to the lowest compared entry with this formula, charge and spin (kcal/mol): 179.39
Total charge: 0
LUMO energy (spin up / spin down) (eV): -1.20 / -0.86

Here are the natural (NBO) charges for atoms 1 to 2, given in e: atom 1 (C): -0.60, atom 2 (C): -0.63


6.
# C5H11NO4

A 2-piece molecular cluster, C5H11NO4 overall at a distorted geometry (the ωB97M-V functional and the def2-TZVPD basis, the Open Molecules 2025 dataset).

Atoms and positions in Å:
O 2.17216 -4.18654 -2.05531
H 1.68254 -4.45888 -2.86423
H 2.18872 -3.20346 -2.09458
O -2.65259 3.79943 0.32000
O 0.80156 0.19677 -1.12154
O -0.67213 3.26357 1.36270
C -1.87876 3.77759 1.28861
C 0.12816 -0.08947 -0.10577
N -0.13967 -1.33110 0.26745
C 0.62508 -2.49289 -0.26249
C -0.13398 2.40734 0.31042
C -0.49719 0.97994 0.71369
H -2.07840 4.28759 2.25178
H -0.74349 -1.51397 1.07273
H 0.28784 -3.42020 0.23044
H 1.70803 -2.37599 -0.08890
H 0.45091 -2.58783 -1.34751
H 0.97150 2.46203 0.32905
H -0.47427 2.80532 -0.66490
H -0.15352 0.86069 1.75922
H -1.59250 0.82006 0.69914

Atoms 1-3, force components in eV/Å:
O -0.40 0.59 -0.93
H 0.57 0.32 0.83
H 0.08 -1.07 -0.12

Properties
Structure (SMILES): CNC(=O)CCOC=O.O
Frontier orbital gap (eV): 10.54
ΔE to the lowest compared entry with this formula, charge and spin (kcal/mol): 27.81
Total charge: 0
LUMO energy (eV): 0.52

Here are the natural (NBO) charges for atoms 1 to 2, given in e: atom 1 (O): -0.94, atom 2 (H): 0.47


Repeat the first record exactly.
# C5H11NO2

A 2-piece molecular cluster, C5H11NO2 overall (the ωB97M-V functional and the def2-TZVPD basis, the Open Molecules 2025 dataset).

Atoms and positions in Å:
O -0.21721 2.35889 1.14235
C 0.74666 1.68031 0.91376
C 0.91186 0.22330 1.24118
C 1.58465 -0.52800 0.06997
C 1.04146 -0.22864 -1.29228
C 1.57769 -0.59882 -2.44865
N 1.02000 -0.25971 -3.67823
H 1.60012 2.10054 0.33570
H -0.04049 -0.27124 1.37707
H 1.49788 0.08429 2.15091
H 1.42555 -1.58064 0.26320
H 2.65391 -0.35026 0.10627
H 0.13634 0.37514 -1.35112
H 2.41358 -1.29082 -2.48181
H 1.45697 -0.67323 -4.48706
H 0.71883 0.69418 -3.78185
H -5.77176 -0.70742 4.65431
H -6.29837 -0.66805 3.18708
O -6.45766 -0.35982 4.07921

Atoms 1-3, force components in eV/Å:
O -0.06 -0.04 0.17
C 0.16 -0.02 -0.30
C -0.06 -0.53 -0.81

Properties
Structure (SMILES): N/C=C/CCC=O.O
Frontier orbital gap (eV): 9.17
ΔE to the lowest compared entry with this formula, charge and spin (kcal/mol): 46.47
Total charge: 0
LUMO energy (eV): 0.98

Here are the natural (NBO) charges for atoms 1 to 2, given in e: atom 1 (O): -0.51, atom 2 (C): 0.45


- The highest ΔE to the lowest compared entry with this formula, charge and spin belongs to which entry?
  number 5